1.
Formula: C6H16N
Source: the OMol25 dataset
Level of theory: ωB97M-V/def2-TZVPD

CARTESIAN COORDINATES (ANGSTROEM)
C 1.334 2.671 0.780
C 0.059 2.207 0.103
C -0.178 0.700 0.271
C 0.861 -0.145 -0.475
C 0.623 -1.686 -0.540
C -0.571 -2.243 0.248
N -1.883 -1.950 -0.484
H 2.267 2.594 0.204
H 1.257 3.679 1.191
H 1.604 1.999 1.615
H 0.173 2.435 -0.955
H -0.767 2.779 0.538
H -0.301 0.500 1.324
H -1.140 0.480 -0.208
H 1.026 0.386 -1.405
H 1.792 -0.005 0.063
H 0.384 -1.979 -1.577
H 1.511 -2.256 -0.254
H -0.710 -1.444 0.987
H -0.634 -3.216 0.717
H -1.763 -1.165 -1.129
H -2.266 -2.661 -1.116
H -2.678 -1.680 0.103

Properties
Kohn-Sham gap   10.944 eV
E_tot   -292.683733 a.u.
SMILES string   CCCCCC[NH3+]
Relative energy (zero: lowest compared OMol25 entry of this formula, charge and spin)   1.102 eV
Charge   +1
Highest occupied orbital energy   -14.57 eV
F_max   3.23 eV Å⁻¹

=====

2.
Formula: C6H16N
Source: the OMol25 dataset
Level of theory: ωB97M-V/def2-TZVPD

CARTESIAN COORDINATES (ANGSTROEM)
C 1.285 -0.053 -2.163
C 0.066 -0.388 -1.312
C 0.344 -0.097 0.122
C -0.728 0.371 0.989
C -0.819 -0.440 2.293
C -0.694 1.890 1.272
N -0.343 -1.793 -1.461
H 1.087 -0.102 -3.231
H 2.171 -0.629 -1.900
H 1.519 1.001 -1.941
H -0.776 0.229 -1.634
H 3.438 1.955 0.230
H 1.203 -0.602 0.565
H -1.663 0.206 0.428
H -0.816 -1.498 2.017
H 0.078 -0.289 2.899
H -1.690 -0.206 2.895
H 0.281 2.051 1.752
H -1.425 2.309 1.952
H -0.632 2.459 0.343
H -1.302 -1.941 -1.149
H 3.882 2.435 0.575
H 0.240 -2.371 -0.847

Properties
Kohn-Sham gap   8.097 eV
E_tot   -292.588332 a.u.
Relative energy (zero: lowest compared OMol25 entry of this formula, charge and spin)   3.698 eV
Charge   +1
Highest occupied orbital energy   -15.04 eV
F_max   2.64 eV Å⁻¹

=====

3.
Formula: C6H16N2
Source: the OMol25 dataset
Level of theory: ωB97M-V/def2-TZVPD

CARTESIAN COORDINATES (ANGSTROEM)
C 0.786 -2.853 -2.390
C 0.944 -1.344 -2.201
N 0.137 -0.754 -1.148
C 0.576 -0.844 0.246
C 0.400 0.485 1.049
C -0.880 1.234 0.709
C -0.934 2.593 1.382
N -1.441 2.469 2.770
H -0.161 -3.150 -1.931
H 0.642 -3.155 -3.434
H 1.545 -3.494 -1.974
H 1.964 -1.091 -1.911
H 0.724 -0.794 -3.111
H -0.866 -0.754 -1.219
H -0.039 -1.609 0.732
H 1.634 -1.082 0.237
H 1.221 1.126 0.766
H 0.368 0.137 2.080
H -1.792 0.689 0.952
H -0.855 1.363 -0.371
H 0.059 3.055 1.347
H -1.657 3.253 0.895
H -0.942 3.017 3.454
H -1.434 1.503 3.068

Properties
Kohn-Sham gap   9.372 eV
E_tot   -347.682638 a.u.
SMILES string   CCNCCCCN
Relative energy (zero: lowest compared OMol25 entry of this formula, charge and spin)   1.148 eV
Charge   0
Highest occupied orbital energy   -8.25 eV
F_max   1.80 eV Å⁻¹

=====

4.
Formula: C6H16N2
Source: the OMol25 dataset
Level of theory: ωB97M-V/def2-TZVPD

CARTESIAN COORDINATES (ANGSTROEM)
C -2.289 -0.328 0.020
C -3.712 0.167 0.500
C -1.843 0.962 0.405
N 0.382 -0.156 -0.329
C 0.411 -1.285 -1.204
C 1.637 0.528 -0.291
C 2.698 -0.175 0.575
N 3.981 0.503 0.708
H -2.195 -0.565 -1.030
H -1.883 -1.128 0.632
H -3.802 0.027 1.576
H -4.098 1.161 0.273
H -4.449 -0.480 0.010
H -1.422 1.128 1.373
H -1.728 1.730 -0.346
H -0.518 -1.854 -1.138
H 1.213 -1.997 -0.963
H 0.590 -1.026 -2.265
H 1.521 1.548 0.109
H 2.103 0.696 -1.287
H 2.285 -0.357 1.566
H 2.881 -1.174 0.182
H 4.378 0.672 -0.218
H 3.858 1.404 1.142

Properties
Kohn-Sham gap   5.564 eV
E_tot   -347.497794 a.u.
Relative energy (zero: lowest compared OMol25 entry of this formula, charge and spin)   6.178 eV
Charge   0
Highest occupied orbital energy   -6.21 eV
F_max   5.36 eV Å⁻¹

=====

5.
Formula: C6H16N2
Source: the OMol25 dataset
Level of theory: ωB97M-V/def2-TZVPD

CARTESIAN COORDINATES (ANGSTROEM)
C 0.125 -1.620 -2.187
C 0.343 -0.139 -2.586
C -0.083 0.873 -1.533
N 0.606 0.857 -0.271
C 0.098 0.134 0.880
C 1.247 -0.454 1.697
C -0.788 1.005 1.754
N -1.555 0.182 2.700
H -0.751 -2.027 -2.679
H 0.978 -2.235 -2.470
H -0.097 -1.705 -1.129
H 1.403 -0.018 -2.820
H -0.235 0.115 -3.470
H -1.160 0.797 -1.329
H -0.022 1.883 -1.960
H 1.606 0.941 -0.328
H -0.538 -0.695 0.544
H 1.728 0.367 2.242
H 0.834 -1.108 2.456
H 1.951 -0.982 1.069
H -0.192 1.714 2.321
H -1.438 1.567 1.089
H -1.573 0.592 3.619
H -2.486 -0.044 2.391

Properties
Kohn-Sham gap   9.264 eV
E_tot   -347.697082 a.u.
SMILES string   CCCN[C@@H](C)CN
Relative energy (zero: lowest compared OMol25 entry of this formula, charge and spin)   0.755 eV
Charge   0
Highest occupied orbital energy   -8.12 eV
F_max   0.87 eV Å⁻¹

=====

6.
Formula: C6H16N2
Source: the OMol25 dataset
Level of theory: ωB97M-V/def2-TZVPD

CARTESIAN COORDINATES (ANGSTROEM)
C 0.755 0.154 -1.355
C 0.810 0.067 0.171
C 2.068 -0.695 0.653
N 3.331 -0.133 0.183
C -0.432 -0.637 0.786
N -1.776 -0.083 0.591
C -1.863 1.363 0.724
C -2.461 -0.577 -0.595
H -0.083 0.769 -1.691
H 1.654 0.630 -1.761
H 0.662 -0.838 -1.807
H 0.869 1.089 0.568
H 2.018 -1.745 0.344
H 2.093 -0.690 1.749
H 3.326 0.879 0.301
H 3.436 -0.303 -0.816
H -0.429 -1.694 0.486
H -0.279 -0.664 1.874
H -1.378 1.699 1.647
H -1.410 1.893 -0.119
H -2.911 1.675 0.793
H -3.513 -0.268 -0.583
H -2.020 -0.219 -1.529
H -2.465 -1.672 -0.615

Properties
Kohn-Sham gap   9.151 eV
E_tot   -347.694371 a.u.
SMILES string   C[C@H](CN)CN(C)C
Relative energy (zero: lowest compared OMol25 entry of this formula, charge and spin)   0.829 eV
Charge   0
Highest occupied orbital energy   -8.17 eV
F_max   0.63 eV Å⁻¹

=====

7.
Formula: C6H16N2O
Source: the OMol25 dataset
Level of theory: ωB97M-V/def2-TZVPD

CARTESIAN COORDINATES (ANGSTROEM)
C -0.973 -0.420 0.092
C -1.706 -0.387 -1.239
C -0.683 -1.873 0.480
C -1.816 0.280 1.154
C 0.648 1.234 -0.708
N 1.276 0.551 -1.746
O 0.055 2.284 -0.816
H 0.869 0.806 -2.635
H 1.372 -0.447 -1.627
H -1.901 0.638 -1.561
H -1.149 -0.897 -2.032
H -2.682 -0.893 -1.175
H -1.608 -2.467 0.559
H -0.062 -2.378 -0.269
H -0.178 -1.959 1.449
H -1.937 1.338 0.901
H -2.816 -0.167 1.255
H -1.351 0.231 2.146
C 2.716 0.546 0.770
N 1.289 0.895 0.660
H 1.020 1.659 1.274
H 0.406 0.071 0.670
H 2.971 0.435 1.824
H 3.349 1.314 0.326
H 2.889 -0.394 0.250

Properties
Kohn-Sham gap   7.440 eV
E_tot   -422.859898 a.u.
Relative energy (zero: lowest compared OMol25 entry of this formula, charge and spin)   3.451 eV
Charge   0
Highest occupied orbital energy   -6.83 eV
F_max   1.55 eV Å⁻¹

=====

8.
Formula: C6H16N2O
Source: the OMol25 dataset
Level of theory: ωB97M-V/def2-TZVPD

CARTESIAN COORDINATES (ANGSTROEM)
C -0.553 -0.556 0.081
C -0.205 0.529 -0.743
C -2.102 -0.202 -1.399
C 2.789 0.421 -0.124
C -1.206 -0.320 1.405
C -0.038 -1.932 -0.213
N 1.446 0.651 0.350
N 1.362 1.588 1.408
O -3.203 0.424 -0.817
H -3.092 1.380 -0.870
H 1.696 2.511 1.116
H 1.955 1.298 2.190
H 0.297 0.358 -1.684
H -0.565 1.520 -0.497
H -1.911 0.154 -2.415
H -2.308 -1.269 -1.434
H 3.271 1.332 -0.529
H 3.453 0.034 0.671
H 2.768 -0.327 -0.923
H -2.281 -0.157 1.284
H 0.737 -2.185 0.511
H -0.840 -2.669 -0.116
H -1.052 -1.160 2.081
H -0.810 0.580 1.880
H 0.393 -2.004 -1.212

Properties
Kohn-Sham gap   7.691 eV
E_tot   -422.737538 a.u.
Relative energy (zero: lowest compared OMol25 entry of this formula, charge and spin)   6.781 eV
Charge   0
Highest occupied orbital energy   -6.98 eV
F_max   3.05 eV Å⁻¹

=====

9.
Formula: C6H16N2O
Source: the OMol25 dataset
Level of theory: ωB97M-V/def2-TZVPD

CARTESIAN COORDINATES (ANGSTROEM)
C 0.839 1.492 -0.716
C 0.416 0.398 0.252
C 0.912 -0.957 -0.107
N 2.455 -0.787 0.325
N 3.417 -1.203 -0.649
C -1.324 0.088 0.138
C -2.042 1.426 0.321
C -1.872 -0.909 1.161
O -1.611 -0.395 -1.176
H 0.384 1.325 -1.697
H 0.537 2.480 -0.362
H 1.924 1.506 -0.862
H 0.587 0.675 1.295
H 0.557 -1.791 0.494
H 0.854 -1.160 -1.179
H 2.631 -1.224 1.233
H 3.694 -0.414 -1.237
H 3.052 -1.921 -1.275
H -1.809 2.125 -0.487
H -1.800 1.887 1.283
H -3.133 1.295 0.287
H -2.966 -0.982 1.095
H -1.614 -0.615 2.183
H -1.515 -1.926 0.979
H -2.574 -0.413 -1.299

Properties
Kohn-Sham gap   9.311 eV
E_tot   -422.885104 a.u.
SMILES string   C[C@H](CNN)C(C)(C)O
Relative energy (zero: lowest compared OMol25 entry of this formula, charge and spin)   2.765 eV
Charge   0
Highest occupied orbital energy   -8.51 eV
F_max   4.91 eV Å⁻¹